*1*
C7H14N2 | wB97M-V/def2-TZVPD

```
23
C7H14N2, DFT wB97M-V/def2-TZVPD
C 1.7946 2.4826 0.9018
C 0.8889 0.0814 1.5567
C 1.0875 1.5616 1.7679
C -0.2165 0.8110 3.4030
N 0.1109 -0.2532 2.6451
N 0.3806 1.9260 2.9183
H 1.3406 -0.5534 0.7566
H -0.2081 -1.1783 2.8260
H 2.7344 2.2119 0.5094
H 1.9772 3.4840 1.3256
H -0.8928 0.9786 4.2474
H 1.2807 2.5632 -0.0423
C -0.5556 -1.2936 -1.5987
C -0.5192 -2.2605 -2.7612
C -1.6812 -0.3561 -1.7429
H -0.5779 -1.7680 -0.6388
H 0.3486 -0.5241 -1.6611
H -0.7380 -1.7173 -3.6624
H -1.1711 -3.1422 -2.6125
H -2.2839 -0.5818 -0.9108
H -1.4493 0.6849 -1.6171
H 0.5945 -2.6575 -2.9419
H -2.2450 -0.4992 -2.6681
```

Results
SMILES string   Cc1c[nH]cn1.CCC
Highest occupied orbital energy   -8.1 eV
Frontier orbital gap   8.94 eV

---

*2*
C7H14N2 | wB97M-V/def2-TZVPD

```
23
C7H14N2, DFT wB97M-V/def2-TZVPD
C -0.2286 0.2734 -0.4032
C -0.4377 1.7687 -0.3222
C -0.3529 -0.2855 -1.8009
C 2.0313 -1.6112 0.1534
N -0.6986 -0.4380 0.6589
C 1.5824 -0.2032 0.3424
C -3.1853 -0.0816 1.2860
C 2.3339 0.7673 0.8384
N -2.5543 -0.3568 0.2300
H -0.6451 -1.4374 0.4577
H -0.3649 2.1190 0.7076
H -1.4334 2.0192 -0.7001
H 0.2921 2.2982 -0.9387
H -1.3586 -0.0773 -2.1762
H -0.2329 -1.3702 -1.8153
H 0.3909 0.1698 -2.4606
H 1.4842 -2.2968 0.8074
H 3.0964 -1.7343 0.3906
H 1.8949 -1.9406 -0.8802
H -2.7019 0.0844 2.2667
H -4.2915 -0.0715 1.2985
H 1.9783 1.7713 1.0399
H 3.4013 0.6331 1.0200
```

Results
Highest occupied orbital energy   -7.8 eV
Frontier orbital gap   8.73 eV

---

Most stable = *1*

---

*1*
C24H33NO3 | wB97M-V/def2-TZVPD

```
61
C24H33NO3, DFT wB97M-V/def2-TZVPD
C -5.9469 -2.9585 0.8077
H -6.7497 -3.1766 1.5060
H -5.0970 -3.5976 1.0320
H -6.2841 -3.1726 -0.2030
C -5.5417 -1.4914 0.9161
C -6.7218 -0.5707 0.6039
H -6.4128 0.4716 0.6157
H -7.1121 -0.8007 -0.3846
H -7.5100 -0.7137 1.3381
H -5.1724 -1.2987 1.9335
O -4.4881 -1.3020 -0.0194
C -3.6388 -0.2423 0.1001
C -3.6735 0.7205 1.0993
C -2.7254 1.7325 1.1335
C -1.7496 1.8280 0.1586
C -1.7363 0.8802 -0.8579
C -2.6412 -0.1593 -0.8846
C -2.5665 -1.2261 -1.9433
O -1.2932 -1.2069 -2.5609
H -1.2362 -1.9440 -3.1766
H -2.7567 -2.2000 -1.4733
H -3.3557 -1.0559 -2.6915
H -0.9847 0.9494 -1.6264
C -0.6960 2.9014 0.1789
N 0.5903 2.3657 -0.2288
C 1.5824 3.3953 -0.4551
C 2.8211 2.7797 -1.0984
H 2.5545 2.3893 -2.0805
C 3.3792 1.6598 -0.2249
H 4.2072 1.1646 -0.7356
H 3.7687 2.0979 0.6978
C 2.3019 0.6345 0.1461
C 1.0886 1.3824 0.7146
H 0.2936 0.6623 0.9174
H 1.3696 1.8626 1.6719
C 1.8632 -0.1705 -1.0941
H 2.7558 -0.6009 -1.5695
O 0.9863 -1.2233 -0.7523
H 0.1580 -1.1181 -1.2420
H 1.3894 0.5114 -1.8020
C 2.8236 -0.3324 1.2330
C 4.0595 -1.0802 0.8273
C 3.9569 -2.2741 0.1222
C 5.0906 -2.9619 -0.2711
C 6.3470 -2.4702 0.0408
C 6.4608 -1.2893 0.7534
C 5.3250 -0.6017 1.1437
H 5.4247 0.3158 1.7067
H 7.4377 -0.9034 1.0083
H 7.2333 -3.0077 -0.2644
H 4.9953 -3.8879 -0.8204
H 2.9762 -2.6577 -0.1161
H 3.0251 0.2419 2.1406
H 2.0246 -1.0454 1.4410
H 3.5799 3.5525 -1.2378
H 1.1566 4.1504 -1.1221
H 1.8680 3.8976 0.4898
H -0.9690 3.6857 -0.5370
H -0.6546 3.3653 1.1824
H -2.7592 2.4542 1.9373
H -4.4215 0.6895 1.8758
```

Results
SMILES string   CC(C)Oc1ccc(CN2CCC[C@@](CO)(Cc3ccccc3)C2)cc1CO
Highest occupied orbital energy   -8.2 eV
Frontier orbital gap   8.89 eV

---

*2*
C24H33NO3 | wB97M-V/def2-TZVPD

```
61
C24H33NO3, DFT wB97M-V/def2-TZVPD
C 4.0808 -2.2943 -1.7057
C 2.9501 -3.2756 -1.6573
C 3.2110 -4.6224 -1.8738
C 2.2025 -5.5675 -1.8472
C 0.9027 -5.1658 -1.6042
C 0.6265 -3.8282 -1.3834
C 1.6343 -2.8733 -1.4007
C 1.3308 -1.3996 -1.1609
C -0.1518 -1.1211 -1.0682
C -0.8390 -1.4169 0.1042
C -2.1972 -1.1754 0.2003
C -2.8830 -0.6280 -0.8719
C -2.2055 -0.3318 -2.0422
C -0.8470 -0.5803 -2.1414
H -0.3220 -0.3519 -3.0586
H -2.7368 0.0921 -2.8818
H -3.9427 -0.4349 -0.7966
H -2.7260 -1.4192 1.1101
H -0.2910 -1.8451 0.9307
H 1.7401 -0.8300 -2.0122
O 2.0081 -0.9942 0.0290
C 2.4875 0.3238 0.0328
H 3.1775 0.3845 0.8793
C 1.4096 1.4060 0.1801
O 2.0047 2.6485 -0.1162
H 1.4295 3.3137 0.2913
C 0.8102 1.4434 1.5930
N -0.0956 2.5796 1.6735
C -0.0406 3.3261 2.9182
C -0.7463 2.6263 4.0818
C -2.2046 2.3889 3.7039
C -2.2712 1.5981 2.3998
H -3.3061 1.4776 2.0795
H -1.8607 0.6009 2.5750
C -1.4637 2.2608 1.2703
C -2.1479 3.5133 0.7047
C -3.2515 3.1609 -0.2941
O -3.9055 4.2998 -0.8001
H -3.2517 4.8699 -1.2203
H -4.0345 2.5733 0.1895
H -2.8287 2.5608 -1.1138
H -1.3903 4.1151 0.1944
H -2.5802 4.1201 1.5004
H -1.3858 1.5411 0.4471
H -2.7104 3.3497 3.5888
H -2.7187 1.8380 4.4946
H -0.6762 3.2416 4.9802
H -0.2569 1.6707 4.2837
H 1.0088 3.5109 3.1612
H -0.5174 4.2952 2.7418
H 1.6284 1.5885 2.3025
H 0.3314 0.4816 1.8095
H 0.6057 1.2076 -0.5476
H 3.0474 0.5446 -0.8876
H -0.3940 -3.5291 -1.1998
H 0.1010 -5.8892 -1.5853
H 2.4308 -6.6091 -2.0186
H 4.2274 -4.9344 -2.0690
H 5.0114 -2.7956 -1.9602
H 3.8915 -1.5211 -2.4505
H 4.1975 -1.8080 -0.7397
```

Results
SMILES string   Cc1ccccc1[C@H](OC[C@H](O)CN1CCCC[C@H]1CCO)c1ccccc1
Highest occupied orbital energy   -8.5 eV
Frontier orbital gap   9.17 eV

---

Most stable = *1*

---

*1*
C3H2O4 | wB97M-V/def2-TZVPD

```
9
C3H2O4, DFT wB97M-V/def2-TZVPD
C 0.0023 -0.7392 -0.8530
C -0.1243 1.2071 0.1890
C 0.3209 -0.9701 0.5532
H -1.1653 1.2923 0.4155
H 0.5539 2.0539 0.2249
O -0.2599 -1.6514 -1.6367
O -0.0030 0.5375 -1.1039
O 0.3535 0.2762 1.0680
O 0.3219 -2.0064 1.1429
```

Results
SMILES string   O=C1OCOC1=O
Highest occupied orbital energy   -11.0 eV
Frontier orbital gap   10.62 eV

---

*2*
C3H2O4 | wB97M-V/def2-TZVPD

```
9
C3H2O4, DFT wB97M-V/def2-TZVPD
C 0.8053 -0.5124 -0.0935
C 0.3903 0.8545 0.0578
C -1.1694 0.8077 -0.1909
H 0.3932 -2.2104 0.4785
H -1.5764 1.7907 0.2624
O -0.0792 -1.4513 0.6298
O 1.7545 -0.7961 -0.7633
O 1.2481 1.7264 0.1735
O -1.7663 -0.2089 -0.5544
```

Results
SMILES string   O=CC(=O)C(=O)O
Highest occupied orbital energy   -10.4 eV
Frontier orbital gap   8.66 eV

---

Most stable = *1*

---

*1*
ClF3Si | wB97M-V/def2-TZVPD

```
5
ClF3Si, DFT wB97M-V/def2-TZVPD
F 0.5457 1.1058 1.0333
F 0.8041 -1.2168 0.8476
F 1.0005 -0.0041 -1.4509
Si 0.3240 0.0470 -0.0531
Cl -2.6743 0.0680 -0.3769
```

Results
Highest occupied orbital energy   -10.8 eV
Frontier orbital gap   8.15 eV

---

*2*
ClF3Si | wB97M-V/def2-TZVPD

```
5
ClF3Si, DFT wB97M-V/def2-TZVPD
F -0.6706 -0.9235 1.3914
F 0.3767 1.5276 0.0912
F -0.5391 0.0551 -1.4836
Si 0.1726 -0.0361 -0.0721
Cl 1.7693 -1.1507 -0.0966
```

Results
SMILES string   F[Si](F)(F)Cl
Highest occupied orbital energy   -12.9 eV
Frontier orbital gap   12.91 eV

---

Most stable = *2*

---

*1*
CH4N2O2S | wB97M-V/def2-TZVPD

```
10
CH4N2O2S, DFT wB97M-V/def2-TZVPD
C 0.4480 0.5742 -0.0116
H 2.1485 -1.0613 -1.0397
H 2.4477 0.9597 0.1878
H 0.0345 -1.4357 0.1689
H -2.2738 0.1564 1.1280
N 1.7789 0.2017 0.2795
N -0.3822 -0.5112 0.0422
O 2.2544 -1.0257 -0.0502
O 0.1216 1.7317 -0.1567
S -2.1143 -0.3466 -0.0608
```

Results
SMILES string   O=C(NO)NS
Highest occupied orbital energy   -9.7 eV
Frontier orbital gap   10.17 eV

---

*2*
CH4N2O2S | wB97M-V/def2-TZVPD

```
10
CH4N2O2S, DFT wB97M-V/def2-TZVPD
C -0.0466 -0.0914 -0.4440
N 0.9029 0.1841 0.5277
N -1.1632 0.9182 -0.3951
O -2.7860 -0.7907 -0.2687
O 2.1883 0.1949 0.2382
S -2.5450 0.4246 0.4870
H 0.4789 -0.0429 -1.3125
H -0.5927 -1.0536 -0.2460
H 0.6689 0.8502 1.2191
H -0.7646 1.8557 -0.0182
```

Results
Highest occupied orbital energy (spin up / spin down)   -9.3 / -8.7 eV
Frontier orbital gap (spin up / spin down)   8.17 / 8.57 eV

---

Most stable = *1*